Here is a structure of composition C33H97Br3N17O9P5 in a non-equilibrium geometry from the OMol25 dataset. Energies are from the ωB97M-V functional and the def2-TZVPD basis.

Geometry (Å):
H  -2.35392  0.51824  5.17395
H  1.81328  8.96695  4.07572
H  -4.17334  4.33779  -6.71335
H  -7.90240  5.31782  -8.21969
H  -6.98064  -10.63251  1.23051
C  0.79062  8.40544  -0.95374
N  7.55021  2.33813  -6.29712
H  -11.72699  -9.35882  1.68544
H  -6.26884  -7.81667  0.14398
H  10.74077  -9.20006  2.92859
H  -2.62912  4.00935  -9.62905
O  11.49797  -4.74770  3.00105
C  -2.71151  4.88221  -8.98142
H  0.57227  10.19343  3.69559
Br  -0.84779  -8.87320  -7.52337
H  -5.18565  -7.95669  1.50107
H  -5.55015  7.70302  -8.32952
H  -7.62855  4.44624  -9.68363
H  -2.29016  5.81761  -9.34964
C  -4.61256  6.86008  -12.35714
Br  -2.77875  -6.57933  -6.31999
H  -3.14344  -0.85122  5.00195
H  0.16120  -2.82369  -2.61352
N  -4.09562  5.14480  -8.72643
H  2.29472  10.66383  4.07535
H  -7.41776  7.71848  -8.20678
H  9.13550  -4.43013  0.28620
H  -8.95363  -9.91196  5.55925
O  -0.23482  10.55081  1.31089
H  -4.96413  7.88390  -12.48474
C  -11.00533  -10.01709  2.16915
N  0.47070  0.97966  5.50244
H  -4.62077  8.66841  -10.25087
H  -1.67410  -0.62637  3.97942
H  7.98172  -6.93814  3.05068
H  0.74780  -2.43679  8.15741
C  -6.20575  -7.68995  1.22475
H  2.67994  10.92406  -1.58377
O  1.37537  -1.54086  5.50576
H  -6.59450  -6.70378  1.47858
N  9.94151  -6.05752  4.83278
H  1.01383  1.72409  3.55553
H  0.97574  13.61110  -0.17480
C  -8.56569  -7.44372  4.87507
H  1.97480  -0.08577  9.32460
H  11.33937  -7.62865  5.01810
H  0.27492  8.74925  -1.85037
H  -10.25154  -9.41211  -0.47414
O  0.71126  -0.55050  -3.67327
C  1.48811  1.31026  4.44541
H  3.76630  9.55447  -0.95222
C  -6.52026  7.54076  -8.79925
H  -2.28169  -3.12906  6.53953
O  -0.37736  0.29061  -2.03368
P  10.36291  -5.64714  3.17620
H  -3.07106  8.45975  -10.97292
H  -3.25935  7.94717  -9.33057
H  0.95412  -1.99590  -1.22943
C  -2.10402  -0.52406  4.97581
H  8.01560  -5.21845  4.98426
H  -11.16417  -9.97490  3.24669
Br  -0.92719  -8.49605  -4.32683
O  -5.29965  4.21342  -10.75704
H  -0.57536  -3.24107  6.00373
H  -11.34897  -10.98578  1.80632
H  9.98100  -8.71620  1.49137
H  9.00328  -3.17949  1.64513
H  -0.75692  -1.99332  -1.31648
C  1.53495  0.36915  8.43708
H  -1.88207  -2.96033  4.92047
P  0.35155  -0.65130  6.15074
H  -0.81793  -1.85848  8.72533
N  10.87933  -7.21812  2.49172
N  -4.29381  6.75505  -10.92793
H  4.13148  10.05148  1.63733
C  0.24761  -1.63091  8.69450
C  -8.45942  -9.80470  4.59368
N  -9.74400  -9.57230  1.56886
C  -9.56569  -9.95993  0.17209
N  -1.27264  -1.22341  5.91159
H  -5.38426  -10.07939  1.58122
H  9.40026  -4.36327  5.85643
O  8.59238  2.45517  -6.91091
H  11.86088  -6.13448  5.81545
H  5.67484  3.14006  -5.90530
H  -5.42369  6.23288  -12.72700
H  -8.49912  5.97617  -9.78361
N  2.15566  9.75861  2.19827
C  2.79186  9.87143  -1.32385
H  1.13283  1.28917  8.86130
H  2.26197  0.68578  7.68924
H  2.49334  13.45964  -0.90296
C  3.53915  9.22771  2.03565
C  -4.68470  4.34313  -7.67595
H  -8.77859  -10.58830  3.90651
N  0.45968  -0.36713  7.88556
O  -9.15090  -7.01394  1.77819
H  -4.78520  3.30156  -7.98112
H  6.10325  2.76098  -7.65067
H  -7.87618  -6.71584  4.44744
C  -1.51002  -2.68844  5.90828
P  1.21580  10.46781  0.91577
H  -8.27095  -7.76604  5.87374
H  1.52925  7.64977  -1.22110
C  6.38834  3.25419  -6.72139
P  -5.02456  5.50571  -10.06704
C  1.62820  9.93610  3.61247
H  -6.55427  8.26950  -9.60911
N  8.87210  -5.25212  2.33254
N  1.96244  12.05376  0.63869
C  -0.18076  2.06976  6.15922
H  -6.62871  -10.51450  2.84387
H  2.78771  9.33131  -2.27061
H  3.45111  8.31779  1.44203
H  2.10353  0.51063  4.03315
N  -8.80298  -8.55679  3.97357
H  3.95686  8.91362  2.99219
C  8.75929  -4.17608  1.27717
H  8.66393  -5.86561  6.49845
H  0.17110  8.02198  -0.14303
H  -9.83990  -11.01039  0.07503
C  0.13286  -1.96296  -1.94535
C  -6.41958  -9.99161  1.91063
H  7.68346  -4.20389  1.10419
H  8.14412  -6.78326  1.22895
H  0.54167  2.66561  6.71704
H  -3.80157  6.60557  -13.03949
H  -7.37638  -9.88367  4.68802
C  8.91212  -5.30307  5.59842
H  6.88921  -5.84084  2.21980
N  1.61816  9.55509  -0.48210
H  -5.72039  4.66060  -7.55494
H  12.85059  -7.60565  3.00180
N  -7.07597  -8.72780  1.81210
C  -7.68472  5.45666  -9.27867
C  -3.77446  7.98263  -10.29051
C  -1.02856  -7.51853  -6.07619
H  -8.55029  -9.84107  -0.20599
C  10.10364  -8.41038  2.53037
C  10.99887  -6.75830  5.57906
C  12.29066  -7.37964  2.09434
H  2.28673  1.96790  4.78866
H  -0.64932  2.62201  5.34463
H  -0.95127  1.69712  6.83416
H  2.59669  12.17918  2.57834
H  1.18585  12.25249  -1.40172
C  7.87445  -6.30447  2.17030
N  0.11994  -0.62262  -2.60892
H  -2.30521  4.69446  -7.98755
H  3.71472  12.99632  1.23825
N  -6.44433  6.20400  -9.42136
H  -9.42385  -6.79261  5.04157
H  2.16481  13.64459  1.91071
H  9.22941  -8.39550  3.18122
H  -0.24062  -6.77773  -6.21206
H  12.39431  -8.23386  1.42526
O  7.28867  1.53004  -5.37673
C  2.74076  12.75299  1.66287
H  10.55231  -7.04917  6.52989
H  12.72509  -6.51554  1.59163
P  -8.70177  -8.36276  2.21005
H  6.75142  4.26440  -6.91045
H  0.49453  -1.65004  9.75599
C  1.63145  12.85868  -0.61300

## Properties
Energy: -336119.1807 eV
Net charge: 0
Spin multiplicity: 1
HOMO level: -8.11 eV